No. 1
The following is a DFT calculation (ωB97M-V/def2-TZVPD) of a cluster of 2 separate species, C6H14NO in total.

Structure (XYZ):
```
22
Properties=species:S:1:pos:R:3:forces:R:3
C -2.48516 -0.84735 -2.01075 -1.3 0.8 -1.3
C -0.99238 -1.10917 -1.96794 1.0 -0.8 0.8
C -0.08069 0.12951 -2.04368 -0.2 1.9 -0.6
C 0.62429 0.47730 -0.79326 0.1 1.0 2.1
C 0.25668 1.49028 0.00801 -0.4 0.3 -0.4
N 0.70701 1.67539 1.38053 0.7 -1.3 -0.3
C 1.42420 0.82204 2.02049 -1.0 -0.3 -0.5
H -2.88887 -0.66056 -3.03684 0.5 -0.1 0.7
H -2.81410 0.00965 -1.43263 0.7 0.8 0.1
H -3.19322 -1.53394 -1.56158 0.6 -1.2 -0.1
H -0.54901 -1.80790 -2.69481 -1.0 0.0 0.0
H -0.78880 -1.59330 -1.00603 0.1 0.0 0.0
H -0.66455 1.03831 -2.32946 0.2 -0.7 0.1
H 0.70898 0.08789 -2.78548 -0.1 -0.5 -0.5
H 1.49853 -0.05304 -0.41212 -0.3 -0.7 -0.6
H -0.44605 2.26125 -0.29772 -0.1 -0.3 0.2
H 0.30203 2.43314 1.91536 0.0 0.3 -0.2
H 1.74099 -0.09022 1.51690 0.2 0.5 0.0
H 1.54003 0.78649 3.08824 0.3 0.8 0.1
H 2.08510 -0.75366 4.77527 0.3 0.4 0.1
H 1.84030 -1.83672 3.83965 0.2 0.0 -0.5
O 2.17468 -0.92538 3.82786 -0.5 -1.0 0.9
```
Positions in Å, forces in eV/Å.

Summary:
- Charge: +1
- Orbital gap: 8.89 eV
- Relative energy (zero: lowest compared OMol25 entry of this formula, charge and spin): 2.0965 eV
- HOMO: -13.93 eV
- Max |F|: 2.32 eV/Å

---

No. 2
The following is a DFT calculation (ωB97M-V/def2-TZVPD) of a cluster of 2 separate species, C6H14NO in total.

Structure (XYZ):
```
22
Properties=species:S:1:pos:R:3:forces:R:3
C -1.08807 0.32755 -1.40330 3.7 0.7 -0.5
C -0.24084 -1.01742 -1.45508 -2.3 -0.1 -1.0
C 0.75285 -1.01096 -0.37470 1.1 -1.6 1.6
C 2.01769 -0.98693 -0.72247 2.1 0.6 0.7
C -0.39763 -2.30262 1.49897 0.2 1.4 -0.6
C 0.40837 -1.26153 1.14794 -0.9 -1.3 -2.3
N -0.14520 1.30668 -0.47062 -3.4 -2.6 2.0
H -2.03887 0.20073 -0.95414 -0.9 0.5 0.3
H -0.97426 0.86804 -2.39479 -1.0 -0.8 1.3
H 0.07670 -1.09718 -2.55252 0.3 -0.2 1.9
H -0.80489 -1.96163 -1.20715 -0.3 1.2 -0.7
H 2.26990 -0.75738 -1.76380 0.3 -0.4 0.4
H 2.82427 -1.11699 0.05447 -0.8 0.2 -1.1
H -0.90478 -2.98165 0.75176 0.8 1.0 0.9
H -0.67827 -2.44146 2.54123 0.3 -0.2 -0.2
H 0.98066 -0.59152 1.80380 -0.5 -0.6 0.2
H 0.03651 0.80334 0.44989 -0.3 0.6 -1.4
H -0.56708 2.15795 -0.14980 -0.7 1.0 -0.1
H 0.72142 1.44154 -0.87988 2.1 0.4 -1.2
H 0.06669 3.48469 1.60311 -2.2 -0.6 0.5
H -1.21227 4.04245 1.15114 -1.6 2.8 -1.3
O -0.93670 3.28922 1.58661 3.9 -2.1 0.7
```
Positions in Å, forces in eV/Å.

Summary:
- Charge: +1
- Orbital gap: 9.98 eV
- Relative energy (zero: lowest compared OMol25 entry of this formula, charge and spin): 2.6842 eV
- HOMO: -13.23 eV
- Max |F|: 4.68 eV/Å

---

No. 3
The following is a DFT calculation (ωB97M-V/def2-TZVPD) of the ion C6H14NO with charge +2.

Structure (XYZ):
```
22
Properties=species:S:1:pos:R:3:forces:R:3
C 1.00884 -1.49624 0.92355 0.2 2.0 0.4
O 0.71109 -2.32701 1.95221 -2.3 -4.3 0.4
C 0.03827 -0.29440 1.22111 1.9 3.1 -0.3
C 0.23511 1.00784 0.24178 0.8 -3.0 -0.8
C -0.55821 0.75011 -1.03001 -4.1 2.0 7.6
C -0.19424 0.90362 -2.27692 -2.1 -0.7 -5.4
C -1.29970 0.72248 -3.34988 2.2 2.8 -0.5
N 0.44585 0.14476 2.68527 1.4 0.0 -1.5
H 0.81449 -1.85168 -0.09621 0.4 -0.1 0.2
H 2.10783 -1.28861 1.18304 -1.3 0.6 -1.4
H 0.10079 -3.08550 1.64496 1.4 1.5 1.0
H -1.02434 -0.45394 1.22320 -0.3 -0.9 0.3
H -0.02025 1.90729 0.76790 -0.8 0.6 0.0
H 1.28672 1.07158 -0.00744 0.4 0.1 0.0
H -1.70807 0.80568 -0.79578 2.0 -0.8 -0.6
H 0.82582 0.91878 -2.47300 1.8 0.3 -1.0
H -2.14191 1.55870 -3.45374 1.7 -1.6 0.6
H -0.77308 0.60971 -4.31412 -0.6 0.2 0.3
H -1.71961 -0.20622 -3.07042 -1.1 -1.2 0.4
H 0.10564 1.03636 3.07270 -0.4 -0.5 -0.2
H 1.49425 0.22300 2.67077 -1.0 0.0 0.1
H 0.26473 -0.65632 3.28100 -0.3 -0.2 0.5
```
Positions in Å, forces in eV/Å.

Summary:
- Charge: +2
- Orbital gap (alpha / beta): 10.43 / 5.97 eV
- Spin multiplicity: 2
- Relative energy (zero: lowest compared OMol25 entry of this formula, charge and spin): 1.4968 eV
- HOMO (alpha / beta): -18.56 / -18.55 eV
- Max |F|: 8.87 eV/Å

---

No. 4
The following is a DFT calculation (ωB97M-V/def2-TZVPD) of an isolated molecule of C6H14NOP.

Structure (XYZ):
```
23
Properties=species:S:1:pos:R:3:forces:R:3
C -2.05144 -1.52962 -0.72755 -1.3 3.1 2.3
C -0.83810 0.35107 1.95709 0.7 -2.5 -2.8
C 3.34634 0.98298 0.28844 -0.5 -0.5 1.6
C -1.42199 -0.38403 -1.42485 0.0 2.4 0.3
C -1.17942 1.04970 0.59941 -2.0 -2.7 1.6
C -0.49775 0.51280 -0.55774 1.8 -2.7 -1.1
N 2.07002 -0.94378 -1.37217 -0.7 0.8 0.6
O 1.95007 1.07105 0.20723 -0.7 1.1 0.7
P 1.12673 -0.04356 -0.49814 -1.7 0.0 -1.8
H -1.36851 -2.19262 -0.40362 2.8 -2.2 1.4
H -2.55413 -1.07599 0.17633 0.3 -0.9 -0.7
H -2.74339 -2.11654 -1.19901 -2.1 -0.9 -1.9
H -1.46124 0.71531 2.73437 -0.1 0.2 1.0
H 0.23124 0.50691 1.99223 0.2 0.5 1.2
H -0.84438 -0.80676 1.80925 -0.7 1.9 0.5
H 3.60839 0.35878 -0.49503 1.5 -1.1 -1.3
H 3.54807 0.58388 1.26428 0.6 -0.6 0.4
H 3.79290 1.92693 0.27674 0.4 1.6 -0.5
H -2.23511 0.39674 -1.61171 1.0 -1.2 -0.9
H -0.79771 -0.68799 -2.23933 -0.4 -0.1 -1.2
H -2.25885 0.93511 0.38240 0.3 0.1 0.3
H -1.07395 2.02799 0.81215 0.8 3.7 0.2
H 1.65221 -1.63835 -1.97079 -0.1 -0.2 0.1
```
Positions in Å, forces in eV/Å.

Summary:
- Orbital gap: 8.19 eV
- Relative energy (zero: lowest compared OMol25 entry of this formula, charge and spin): 2.4432 eV
- HOMO: -7.65 eV
- Max |F|: 4.12 eV/Å

---

No. 5
The following is a DFT calculation (ωB97M-V/def2-TZVPD) of an isolated molecule of C6H14NP.

Structure (XYZ):
```
22
Properties=species:S:1:pos:R:3:forces:R:3
H 1.29984 -1.81593 -0.88010 -0.5 0.2 -1.2
N 1.11974 -1.48080 0.03458 1.9 -1.8 2.0
C 0.47183 -0.49501 0.36843 -2.0 2.9 0.8
C 0.41504 -0.05567 2.00327 4.9 -0.9 -3.6
P 1.38820 -1.55924 2.64974 -2.8 -0.4 0.7
C -0.29143 0.31904 -0.72338 2.3 0.8 1.0
C -0.88103 1.63431 -0.16399 2.4 0.9 0.2
C 0.86339 0.68978 -1.74749 -0.7 1.2 -0.3
C -1.40274 -0.48573 -1.30695 -0.8 -0.7 -0.8
H -0.56735 0.11993 2.25903 -2.0 0.3 0.9
H 1.14610 0.84258 2.24136 -1.8 -1.5 -0.8
H 0.44678 -2.58362 2.09551 1.0 0.9 0.7
H 0.54215 -1.42505 3.82893 0.8 -0.4 0.1
H -1.07911 2.24428 -1.06580 -0.6 -0.1 0.7
H -1.75146 1.36855 0.44007 0.0 0.7 0.0
H -0.05296 2.27815 0.44356 -2.0 -1.7 -1.2
H 0.71446 1.79118 -2.00326 0.0 -1.5 -0.4
H 0.87725 0.02661 -2.66751 0.1 0.9 1.1
H 1.83979 0.72292 -1.23920 -0.3 -0.5 -0.3
H -1.62942 -0.15024 -2.31540 -0.7 1.0 0.1
H -1.19361 -1.50520 -1.62873 0.6 -0.4 0.9
H -2.27544 -0.48084 -0.62267 0.3 -0.1 -0.7
```
Positions in Å, forces in eV/Å.

Summary:
- Orbital gap: 9.61 eV
- Relative energy (zero: lowest compared OMol25 entry of this formula, charge and spin): 0.8126 eV
- HOMO: -8.88 eV
- Max |F|: 6.12 eV/Å

---

No. 6
The following is a DFT calculation (ωB97M-V/def2-TZVPD) of a cluster of 2 separate species, C6H14NS in total.

Structure (XYZ):
```
22
Properties=species:S:1:pos:R:3:forces:R:3
C 1.43093 1.32855 -0.80342 -0.7 -0.1 -0.6
C 2.21541 1.02570 0.45347 1.1 -0.8 0.0
S 3.50378 -0.27507 0.16944 -0.5 0.0 -0.1
C 0.73559 0.04577 -1.32577 0.9 1.4 -0.3
N -1.02010 0.31633 -1.03311 0.7 -1.2 0.9
C -2.58358 0.53458 1.82414 -0.3 0.2 0.3
C -0.30884 -0.66915 -0.38965 -2.2 0.5 -0.6
C -0.60472 -2.11973 -0.71519 0.5 -0.3 0.0
H 0.70296 2.11047 -0.58880 -0.2 0.0 -0.2
H 2.01602 1.62568 -1.68042 0.5 0.3 0.5
H 1.50188 0.69880 1.21409 0.1 0.0 0.1
H 2.77721 1.85374 0.88036 -0.4 0.5 -0.2
H 0.45727 0.02780 -2.37934 0.2 0.2 0.0
H 1.59888 -0.66251 -1.24222 -0.2 -0.5 0.3
H -3.15921 -0.21919 1.29044 0.0 -0.1 0.1
H -3.25757 1.14798 2.42531 -0.1 0.0 -0.1
H -2.07424 1.14954 1.08782 0.2 0.0 0.1
H -1.89170 0.06734 2.52180 0.2 -0.1 -0.2
H -0.01072 -0.54708 0.65355 0.3 0.2 0.1
H -1.27335 -2.51650 0.05131 0.0 -0.1 0.0
H 0.32278 -2.70103 -0.72243 -0.1 -0.1 0.2
H -1.07868 -2.22202 -1.69138 -0.1 0.2 0.0
```
Positions in Å, forces in eV/Å.

Summary:
- Charge: -1
- Orbital gap: 6.36 eV
- Relative energy (zero: lowest compared OMol25 entry of this formula, charge and spin): 3.7989 eV
- HOMO: -2.82 eV
- Max |F|: 2.35 eV/Å

---

What is the max |F| in the fifth record?
6.12 eV/Å